No. 1
DFT (the ωB97M-V functional and the def2-TZVPD basis) results for a molecular structure, C23H17BrCeN3O6.

```
51
Properties=species:S:1:pos:R:3:forces:R:3:mulliken_charge:R:1
Ce 2.12102 0.86396 1.24656 -3.01 -3.49 2.68 0.785
O 3.71308 2.47683 1.38921 0.24 0.34 -0.28 -0.464
C 3.15002 2.71048 0.28604 1.21 2.39 -1.09 0.618
O 1.88458 2.86397 0.28195 0.27 0.34 -0.20 -0.490
C 3.84579 2.36955 -1.02520 -0.05 -0.03 0.05 -0.173
C 2.73871 2.09367 -2.05059 0.09 -0.09 -0.06 -0.206
C 3.29276 1.83090 -3.44496 0.03 -0.08 0.01 -1.006
C 3.83175 0.38744 -3.31540 -0.05 0.08 -0.01 -0.975
C 3.58251 0.10752 -1.84485 0.06 0.18 -0.08 -0.129
O 2.30749 0.77399 -1.57377 0.33 0.13 0.05 -0.339
C 4.54471 0.93354 -0.96239 -0.20 -0.16 0.03 -0.371
C 4.68862 0.26513 0.41578 0.85 -0.08 -0.79 0.231
O 5.67661 0.35643 1.06999 0.03 -0.26 0.22 -0.538
O 3.59979 -0.48256 0.77050 0.47 0.42 0.08 -0.458
H 4.53927 3.16382 -1.29953 0.11 -0.09 0.02 0.617
H 1.91532 2.79385 -2.00959 -0.07 -0.01 0.03 0.767
H 4.06413 2.55489 -3.70539 -0.03 0.00 -0.01 0.363
H 2.49974 1.89952 -4.18546 0.01 0.01 -0.02 0.336
H 4.88698 0.29600 -3.56583 -0.01 -0.02 -0.02 0.380
H 3.27077 -0.30834 -3.93485 -0.01 0.00 -0.02 0.388
H 3.51439 -0.93749 -1.57165 -0.04 -0.05 0.02 0.706
H 5.55271 0.97000 -1.36543 0.02 0.16 -0.04 0.791
Br -6.05025 2.62381 1.55444 -0.02 0.05 0.01 -0.143
C -5.45951 0.84458 1.36803 0.02 -0.02 -0.01 0.083
C -5.86719 0.10027 0.27235 0.02 -0.02 -0.02 -0.514
C -5.42966 -1.20842 0.14417 -0.02 0.02 -0.10 -0.146
C -4.55418 -1.74990 1.07417 -0.28 -0.10 0.19 -0.073
C -4.17893 -1.00515 2.18955 -0.13 -0.01 0.08 -0.034
C -4.63784 0.29322 2.34158 0.05 -0.07 -0.05 -0.650
N -4.21446 -3.13759 0.88112 0.16 0.18 0.24 -0.344
N -3.08550 -3.57365 1.14315 -0.01 0.07 -0.26 -0.520
C -1.99874 -2.70982 1.49551 0.07 -0.06 0.04 -0.189
C -1.23714 -3.05390 2.57717 -0.10 -0.04 0.11 -0.408
C -0.18407 -2.23494 3.01653 0.12 -0.12 0.38 -0.913
C 0.15208 -1.09551 2.34234 0.02 0.11 0.12 0.744
O 1.10733 -0.23136 2.77969 0.05 0.33 -0.99 -0.686
C -0.51755 -0.81833 1.12206 -0.01 0.22 -0.35 0.439
N -0.04647 0.22660 0.35488 -0.39 -0.11 0.27 -0.264
C -0.65847 0.53201 -0.77462 0.07 0.00 0.15 0.075
C -1.74668 -0.19672 -1.25738 -0.05 -0.05 -0.04 -1.381
C -2.19785 -1.26974 -0.53741 0.01 -0.02 -0.16 -0.461
C -1.60476 -1.60310 0.69849 0.09 -0.11 -0.26 1.116
H -6.53622 0.53120 -0.45919 0.01 0.00 0.00 0.453
H -5.75499 -1.81940 -0.68951 -0.04 0.00 0.05 0.489
H -3.55488 -1.44248 2.95577 -0.03 0.02 0.04 0.511
H -4.36220 0.87259 3.21200 -0.01 -0.01 -0.01 0.466
H -1.50354 -3.94617 3.12936 0.05 0.02 0.03 0.458
H 0.36351 -2.47953 3.91824 -0.05 -0.02 -0.02 0.474
H -0.26263 1.37118 -1.33045 0.04 0.00 -0.02 0.442
H -2.19444 0.07448 -2.20227 -0.01 0.01 0.01 0.461
H -3.00555 -1.87731 -0.92492 0.12 0.03 -0.01 0.685
```
Forces are in eV/Å.

Output
- net charge = +1
- LUMO level (alpha / beta) (eV) = -5.57 / -5.57
- energy relative to the best compared isomer or geometry (same formula, charge and spin) (kJ/mol) = 40.0
- HOMO level (alpha / beta) (eV) = -11.0 / -11.0
- 2S+1 = 1
- frontier orbital gap (alpha / beta) (eV) = 5.447 / 5.448

No. 2
DFT (the ωB97M-V functional and the def2-TZVPD basis) results for C4H6N2 in the gas phase.

```
12
Properties=species:S:1:pos:R:3:forces:R:3:mulliken_charge:R:1
C 0.28705 1.50082 -0.94534 -0.47 -0.23 0.29 -0.680
N -0.19387 0.21028 -0.23415 0.02 -0.92 0.58 0.109
C -1.17659 -0.38962 0.77027 0.93 1.02 -1.17 -0.474
C -0.53704 -1.50109 1.28578 0.09 0.55 -0.49 -0.186
N 0.64317 -1.70998 0.63194 0.58 0.06 0.31 -0.604
C 0.79103 -0.71374 -0.18872 0.54 -0.26 0.06 -0.012
H -0.29059 1.83278 -1.81799 -0.40 -0.49 0.48 0.272
H 0.41400 2.36800 -0.28502 -0.43 -0.48 0.24 0.288
H 1.30562 1.32689 -1.34866 -0.70 -0.40 0.43 0.258
H -2.24323 -0.16982 0.73334 0.60 0.54 0.33 0.320
H -0.69405 -2.15714 2.16048 -0.82 0.55 -0.87 0.374
H 1.69449 -0.59737 -0.76194 0.06 0.06 -0.18 0.336
```
Forces are in eV/Å.

Output
- net charge = 0
- LUMO level (eV) = 0.85
- energy relative to the best compared isomer or geometry (same formula, charge and spin) (kJ/mol) = 165.6
- HOMO level (eV) = -8.8
- 2S+1 = 1
- frontier orbital gap (eV) = 9.670

No. 3
DFT (the ωB97M-V functional and the def2-TZVPD basis) results for 2 unconnected molecules or ions with the total composition C3H10NO2S.

```
17
Properties=species:S:1:pos:R:3:forces:R:3:mulliken_charge:R:1
C 0.31531 -0.67417 0.34756 -0.94 -0.07 0.56 -0.321
C 0.47937 -1.21383 1.78120 -0.66 0.86 -0.36 -0.761
S 0.35252 -2.99865 1.92236 0.17 -0.34 0.25 -0.258
N 0.59637 0.73360 0.31495 1.03 0.39 -0.38 -0.408
C 0.78113 1.27644 -1.08516 -1.21 -0.15 0.35 -0.578
O -0.30029 1.18018 -1.87837 0.23 -0.05 0.19 -0.890
H -0.72541 -0.90361 0.06529 0.15 -0.10 -0.20 0.203
H 0.93595 -1.20953 -0.36089 0.41 0.03 -0.13 0.377
H 1.29516 -0.72314 2.31024 0.39 -0.46 -0.14 0.446
H -0.41020 -0.86475 2.30733 -0.09 -0.06 0.23 0.269
H 1.60553 -3.33696 1.59127 0.02 0.09 -0.09 0.087
H -0.12670 1.29834 0.73690 -0.36 -0.23 0.08 0.270
H 1.62869 0.69014 -1.46333 0.53 0.06 -0.14 0.337
H 1.07671 2.32674 -0.88974 0.37 0.04 -0.11 0.282
H -2.74193 1.84341 -2.50720 -0.33 -0.03 -0.02 0.262
H -1.88549 1.23673 -1.49594 -0.11 -0.21 -0.13 0.447
O -2.87670 1.33907 -1.69647 0.41 0.23 0.03 -0.764
```
Forces are in eV/Å.

Output
- net charge = -1
- LUMO level (eV) = 3.00
- energy relative to the best compared isomer or geometry (same formula, charge and spin) (kJ/mol) = 31.2
- HOMO level (eV) = -3.4
- 2S+1 = 1
- frontier orbital gap (eV) = 6.414

No. 4
DFT (the ωB97M-V functional and the def2-TZVPD basis) results for 2 unconnected molecules or ions with the total composition C5H9Cl2N.

```
17
Properties=species:S:1:pos:R:3:forces:R:3:mulliken_charge:R:1
C -1.52954 0.45161 -0.27210 0.03 1.17 0.86 0.527
C 0.26572 1.97407 0.68679 -2.47 2.69 0.83 -1.289
C 0.85882 -2.20596 0.11789 -1.38 1.18 -1.67 -0.846
C -0.54143 0.75795 0.74582 0.98 -2.81 -0.69 -0.365
C 1.16580 -0.91861 -0.59967 -0.88 0.47 -0.75 -0.170
N -1.80646 1.21855 -1.24929 0.83 -0.77 -0.30 -0.583
Cl -2.41499 -1.04510 0.15354 -0.09 -0.06 -0.56 -0.213
Cl 2.61390 -0.04432 -0.42309 0.42 -0.27 0.25 -0.149
H 1.24576 2.14332 1.01851 1.41 -1.14 1.20 0.431
H 0.31990 2.48326 -0.25525 -0.62 -0.24 -1.05 0.397
H -0.35507 2.73354 1.29686 0.81 -0.71 -0.61 0.314
H 1.50649 -2.49668 0.85845 1.97 -0.21 1.71 0.373
H -0.10551 -2.09734 0.58012 -0.53 0.04 0.32 0.144
H 0.72036 -3.07215 -0.50400 0.15 -0.28 -0.85 0.285
H -0.26884 -0.17707 1.32167 -0.39 1.84 -0.06 0.450
H 0.57776 -0.46407 -1.43468 0.41 -1.05 0.90 0.425
H -2.25267 0.75902 -2.04158 -0.65 0.14 0.46 0.270
```
Forces are in eV/Å.

Output
- net charge = 0
- LUMO level (alpha / beta) (eV) = -0.82 / 0.31
- energy relative to the best compared isomer or geometry (same formula, charge and spin) (kJ/mol) = 333.3
- HOMO level (alpha / beta) (eV) = -7.9 / -8.5
- 2S+1 = 1
- frontier orbital gap (alpha / beta) (eV) = 7.088 / 8.819

No. 5
DFT (the ωB97M-V functional and the def2-TZVPD basis) results for C4H7NO2 in the gas phase.

```
14
Properties=species:S:1:pos:R:3:forces:R:3:mulliken_charge:R:1
O -0.46572 0.31644 -1.89277 -0.09 -0.14 -0.21 -0.512
C 0.68483 0.10726 -1.08170 0.40 -0.17 0.13 0.280
C 0.86659 1.14845 0.00332 -0.30 0.07 -0.09 -0.996
N 0.17360 0.04855 1.04516 0.03 -0.03 0.19 -0.007
C 0.46139 -0.97201 -0.01239 -0.01 -0.19 -0.05 -0.618
C -1.21405 0.22683 1.39595 -0.40 -0.16 -0.14 0.010
O -2.10112 -0.46581 0.98692 0.52 0.42 0.17 -0.417
H -0.47747 -0.34912 -2.59354 -0.04 0.13 0.05 0.311
H 1.56789 -0.06124 -1.71667 -0.20 0.08 0.09 0.382
H 0.75212 0.01091 1.88194 -0.10 -0.04 -0.14 0.361
H 0.12807 1.95692 -0.11254 0.09 -0.07 0.13 0.237
H 1.33787 -1.55579 0.27067 -0.08 0.11 -0.08 0.284
H -0.40846 -1.61115 -0.17340 0.15 0.05 0.04 0.288
H -1.35858 1.08538 2.07215 0.02 -0.06 -0.10 0.398
```
Forces are in eV/Å.

Output
- net charge = 0
- LUMO level (eV) = 0.59
- energy relative to the best compared isomer or geometry (same formula, charge and spin) (kJ/mol) = 458.0
- HOMO level (eV) = -7.5
- 2S+1 = 1
- frontier orbital gap (eV) = 8.086

No. 6
DFT (the ωB97M-V functional and the def2-TZVPD basis) results for a gas-phase ion, C5H10ClN2 (charge +1).

```
18
Properties=species:S:1:pos:R:3:forces:R:3:mulliken_charge:R:1
C 0.45527 -0.63527 -1.06460 2.89 0.87 0.08 0.109
C -0.17495 -1.89828 -0.71478 -1.46 1.46 1.26 -0.499
C -0.79692 0.56687 0.52849 1.12 -2.68 1.62 0.284
C -0.13432 0.48643 1.87823 -2.87 -3.04 -0.06 -1.007
C 0.89005 1.71062 -0.85668 2.04 -0.86 -2.60 -0.880
N -0.91129 -1.81535 0.52261 1.90 2.13 -0.17 -0.537
N 0.17714 0.50074 -0.50401 -0.33 -0.76 -1.48 0.096
Cl -2.16624 1.42067 0.29089 -1.33 0.97 -0.61 -0.055
H 1.41217 -0.65559 -1.69121 -1.71 0.16 0.46 0.341
H -0.74196 -2.10463 -1.57332 -1.20 -0.68 -1.58 0.407
H 0.56638 -2.63336 -0.69351 1.47 -1.35 0.19 0.431
H -0.93674 0.65496 2.64067 1.35 0.84 -0.28 0.324
H 0.79230 0.98088 1.78686 0.96 0.86 1.02 0.352
H -0.04367 -0.65757 1.96148 0.77 1.76 0.20 0.342
H 1.58331 1.54346 -1.73256 -0.96 -0.16 0.85 0.276
H 1.51602 2.07438 -0.12069 1.32 0.06 2.20 0.415
H 0.35452 2.56628 -1.08971 -2.12 1.08 -0.63 0.407
H -1.84107 -2.10524 0.43184 -1.85 -0.65 -0.48 0.194
```
Forces are in eV/Å.

Output
- net charge = +1
- LUMO level (alpha / beta) (eV) = -4.87 / -4.76
- energy relative to the best compared isomer or geometry (same formula, charge and spin) (kJ/mol) = 512.5
- HOMO level (alpha / beta) (eV) = -12.9 / -14.2
- 2S+1 = 1
- frontier orbital gap (alpha / beta) (eV) = 8.028 / 9.469

Summary of largest force on an atom in eV Å⁻¹
5.33; 1.81; 1.27; 3.75; 0.69; 4.18
(order as listed above)